1.
{"formula": "C35H43IN7O4PS3Ti", "method": "ωB97M-V/def2-TZVPD", "de_lowest_kcal_mol": 47.93, "max_force_ev_per_a": 0.582, "energy_ha": -4727.056767, "e_homo_ev": -5.372, "species": ["Ti", "N", "C", "C", "C", "C", "N", "C", "N", "N", "C", "O", "O", "H", "H", "H", "H", "H", "H", "H", "H", "H", "H", "H", "H", "H", "H", "S", "C", "N", "C", "C", "C", "C", "C", "C", "S", "H", "H", "H", "H", "N", "C", "O", "C", "I", "H", "H", "H", "H", "C", "S", "C", "O", "H", "H", "H", "H", "H", "H", "N", "P", "C", "C", "C", "C", "C", "C", "C", "C", "C", "C", "C", "C", "C", "C", "C", "C", "C", "C", "H", "H", "H", "H", "H", "H", "H", "H", "H", "H", "H", "H", "H", "H", "H"], "xyz": [[1.0830, 0.8236, -1.3512], [3.4534, -0.4311, 0.5391], [3.0131, -1.7037, 0.0231], [3.8916, -2.9453, 0.3294], [3.2164, -4.0409, 1.1679], [2.2818, -4.9795, 0.4018], [1.2163, -4.2812, -0.3096], [0.0454, -3.9267, 0.1831], [-0.4664, -4.5076, 1.2868], [-0.6902, -3.0124, -0.4478], [2.6663, -1.5873, -1.4697], [2.5052, -2.6234, -2.1253], [2.4999, -0.4174, -1.9583], [4.3427, -0.1252, 0.1658], [3.4703, -0.3999, 1.5488], [2.0304, -1.8716, 0.4744], [4.7598, -2.5900, 0.8858], [4.2663, -3.3817, -0.5992], [2.6716, -3.5834, 2.0009], [3.9893, -4.6685, 1.6187], [1.8607, -5.7384, 1.0635], [2.8475, -5.5280, -0.3516], [1.5587, -3.7575, -1.1352], [0.0919, -5.1525, 1.8153], [-1.2077, -4.0397, 1.7820], [-0.2717, -2.3440, -1.0956], [-1.5588, -2.7048, -0.0360], [1.7705, 1.3514, -4.5062], [0.3334, 2.0554, -3.9644], [-0.0866, 1.9972, -2.7093], [-1.3301, 2.6137, -2.5270], [-2.0018, 2.7745, -1.3251], [-3.2294, 3.4085, -1.3215], [-3.7885, 3.8936, -2.5018], [-3.1135, 3.7670, -3.7029], [-1.8844, 3.1235, -3.7028], [-0.7876, 2.8519, -5.0262], [-1.5343, 2.4778, -0.4005], [-3.7317, 3.5789, -0.3784], [-4.7342, 4.4176, -2.4731], [-3.5207, 4.1818, -4.6154], [3.8028, 2.8602, -2.1210], [2.9238, 3.2085, -1.1044], [2.0045, 2.2403, -0.8288], [2.9631, 4.3217, -0.3753], [-0.8999, 6.2696, -1.1033], [3.3801, 2.3064, -2.8601], [4.2851, 3.6604, -2.5018], [3.6594, 5.1104, -0.6168], [2.2346, 4.4986, 0.3963], [0.5284, -2.0670, -4.5490], [-0.5824, -0.8906, -3.8005], [-2.0583, -1.9039, -3.7812], [-0.1904, -0.8271, -2.3231], [0.4659, -3.0234, -4.0330], [1.5245, -1.6431, -4.4506], [0.2559, -2.1538, -5.6010], [-2.3703, -2.0742, -4.8113], [-2.8269, -1.3366, -3.2590], [-1.8662, -2.8499, -3.2763], [0.2796, 0.2650, 0.1701], [-0.5493, 0.5362, 1.4827], [0.2365, -0.0760, 3.0052], [0.1187, 0.6359, 4.1969], [0.6800, 0.1410, 5.3672], [1.3640, -1.0644, 5.3580], [1.4898, -1.7778, 4.1725], [0.9278, -1.2836, 3.0063], [-2.1022, -0.4054, 1.3786], [-2.7123, -0.5024, 0.1273], [-3.8791, -1.2385, -0.0198], [-4.4357, -1.8925, 1.0729], [-3.8303, -1.8019, 2.3188], [-2.6678, -1.0562, 2.4731], [-0.9760, 2.2284, 1.8487], [-2.2632, 2.5883, 2.2419], [-2.5601, 3.9275, 2.4562], [-1.5890, 4.8950, 2.2506], [-0.3024, 4.5321, 1.8695], [0.0133, 3.1988, 1.6863], [-0.4016, 1.5848, 4.2091], [0.5884, 0.7065, 6.2851], [1.8062, -1.4450, 6.2694], [2.0341, -2.7145, 4.1628], [1.0281, -1.8284, 2.0785], [-2.2636, -0.0046, -0.7245], [-4.3628, -1.2935, -0.9871], [-5.3465, -2.4654, 0.9546], [-4.2679, -2.3019, 3.1733], [-2.2017, -0.9827, 3.4486], [-3.0393, 1.8398, 2.3482], [-3.5646, 4.2169, 2.7369], [-1.8365, 5.9440, 2.3337], [0.4237, 5.3021, 1.6533], [0.9997, 2.9111, 1.3431]], "forces_ev_per_angstrom": [[0.140, -0.036, -0.564], [-0.007, 0.024, 0.032], [0.032, -0.044, -0.001], [0.017, -0.014, -0.008], [0.004, -0.001, 0.020], [0.071, 0.007, 0.025], [0.186, 0.093, -0.256], [-0.145, 0.159, 0.033], [0.108, 0.046, 0.045], [0.021, -0.052, 0.091], [-0.029, -0.268, -0.062], [-0.060, -0.113, 0.125], [-0.263, 0.078, 0.472], [-0.014, 0.015, -0.029], [0.032, -0.018, 0.007], [-0.042, -0.004, -0.045], [0.001, 0.001, 0.005], [-0.002, 0.004, 0.002], [-0.026, 0.025, 0.002], [-0.016, -0.018, 0.006], [-0.002, 0.009, 0.014], [-0.003, 0.039, -0.031], [-0.015, 0.020, 0.095], [0.000, -0.006, -0.008], [-0.028, 0.009, -0.037], [0.034, 0.123, -0.152], [-0.019, 0.004, 0.015], [0.036, -0.093, 0.065], [0.063, 0.027, 0.011], [-0.294, -0.071, 0.364], [-0.021, -0.010, -0.093], [-0.058, -0.059, -0.011], [-0.016, -0.052, -0.023], [0.004, -0.029, -0.023], [-0.009, -0.001, 0.026], [0.013, -0.007, 0.016], [0.012, 0.027, 0.036], [-0.014, -0.016, -0.042], [-0.002, 0.001, -0.006], [0.006, 0.006, 0.000], [0.003, 0.005, 0.003], [0.146, -0.115, -0.038], [-0.126, 0.014, 0.217], [0.320, 0.078, -0.303], [-0.023, 0.034, -0.039], [0.056, 0.114, -0.022], [-0.090, 0.057, 0.021], [0.004, 0.001, 0.012], [0.013, -0.004, -0.007], [-0.027, 0.008, -0.003], [-0.002, 0.035, 0.004], [-0.002, 0.072, -0.063], [-0.003, 0.004, 0.011], [0.051, -0.043, 0.100], [0.009, 0.003, 0.005], [0.013, 0.007, 0.007], [-0.003, 0.000, 0.003], [0.003, 0.005, 0.000], [-0.003, 0.011, -0.008], [0.020, -0.002, 0.021], [-0.113, 0.172, -0.022], [0.148, -0.164, 0.007], [0.012, 0.081, 0.018], [0.020, 0.005, -0.025], [0.008, -0.010, 0.005], [-0.003, 0.017, 0.004], [0.009, -0.019, -0.024], [-0.042, -0.025, 0.004], [0.021, -0.069, 0.060], [-0.041, 0.058, 0.026], [-0.008, 0.016, -0.027], [-0.017, -0.030, 0.017], [-0.004, -0.019, -0.012], [0.044, -0.010, -0.021], [-0.132, -0.034, 0.017], [0.002, -0.001, -0.014], [0.011, 0.022, -0.008], [-0.027, -0.012, 0.012], [0.028, -0.011, 0.002], [0.034, 0.016, -0.034], [-0.001, 0.000, 0.000], [-0.002, 0.000, 0.001], [0.000, 0.001, 0.000], [0.000, -0.002, -0.010], [-0.028, -0.075, -0.050], [0.008, 0.013, -0.009], [0.000, -0.005, 0.000], [0.000, 0.001, -0.001], [-0.005, 0.002, 0.002], [0.003, 0.005, -0.006], [0.007, -0.006, 0.006], [0.000, 0.003, 0.008], [0.002, 0.000, -0.001], [0.003, -0.001, 0.027], [0.013, -0.007, 0.012]], "lowdin_charge": [1.008, 0.078, -0.320, -0.120, -0.165, -0.150, 0.104, -0.438, 0.213, 0.242, -0.558, 0.017, -0.148, 0.101, 0.083, 0.091, 0.114, 0.117, 0.090, 0.117, 0.110, 0.132, 0.116, 0.104, 0.115, 0.076, 0.093, 0.597, -1.181, -0.113, -0.318, -0.080, -0.119, -0.102, -0.091, -0.473, 1.037, 0.071, 0.098, 0.104, 0.108, 0.112, -0.518, -0.223, 0.062, -0.395, -0.007, 0.094, 0.061, 0.026, -0.238, 0.902, -0.229, -0.624, 0.060, 0.033, 0.070, 0.065, 0.049, 0.054, -0.269, 0.851, -0.273, -0.058, -0.062, -0.075, -0.080, -0.097, -0.288, -0.093, -0.073, -0.078, -0.081, -0.080, -0.354, -0.093, -0.073, -0.099, -0.134, -0.076, 0.109, 0.110, 0.107, 0.095, 0.066, 0.090, 0.106, 0.107, 0.105, 0.107, 0.103, 0.107, 0.100, 0.068, 0.094]}

=====

2.
{"formula": "C35H43N4OSbSr", "method": "ωB97M-V/def2-TZVPD", "max_force_ev_per_a": 2.915, "energy_ha": -1924.650292, "e_homo_ev": -7.852, "species": ["Sr", "C", "C", "N", "N", "C", "O", "C", "C", "C", "C", "C", "C", "C", "C", "C", "C", "C", "N", "H", "H", "H", "H", "H", "H", "H", "H", "H", "H", "H", "H", "N", "C", "C", "C", "C", "C", "C", "C", "C", "C", "H", "H", "H", "H", "C", "C", "C", "C", "Sb", "C", "C", "C", "C", "C", "C", "C", "C", "H", "H", "H", "H", "H", "H", "H", "H", "H", "H", "H", "H", "H", "H", "H", "H", "H", "H", "H", "H", "H", "H", "H", "H", "H", "H", "H"], "xyz": [[1.6472, -0.0827, -0.3173], [6.1151, -1.2096, 0.1276], [4.6212, -1.2653, 0.2185], [3.8730, -0.2288, 0.2306], [4.3873, 1.0437, 0.2091], [3.6953, 1.8641, -0.5903], [2.8107, 1.4995, -1.4411], [4.0218, 3.3140, -0.4604], [5.2997, 3.7548, -0.1330], [5.5489, 5.1150, -0.0055], [4.5195, 6.0335, -0.1864], [3.2417, 5.5917, -0.5095], [2.9954, 4.2339, -0.6584], [3.9019, -2.5771, 0.2203], [4.6103, -3.7679, 0.1971], [3.9234, -4.9708, 0.1557], [2.5418, -4.9584, 0.1326], [1.9031, -3.7289, 0.1490], [2.5506, -2.5591, 0.1912], [6.4287, -0.1693, 0.1254], [6.4683, -1.6890, -0.7904], [6.5833, -1.7201, 0.9749], [6.0894, 3.0296, 0.0210], [6.5475, 5.4606, 0.2383], [4.7148, 7.0940, -0.0781], [2.4347, 6.3044, -0.6478], [2.0093, 3.8669, -0.9168], [5.6910, -3.7537, 0.2155], [4.4670, -5.9074, 0.1411], [1.9651, -5.8735, 0.1004], [0.8220, -3.6653, 0.1296], [-2.4351, 9.3880, 0.1996], [-2.1037, 8.2860, 0.2215], [-1.6863, 6.9003, 0.2496], [-1.7658, 6.1213, -0.9026], [-1.3555, 4.8011, -0.8744], [-0.8541, 4.2290, 0.3002], [-0.7867, 5.0222, 1.4528], [-1.1956, 6.3427, 1.4293], [-0.3851, 2.8745, 0.3166], [0.1059, 1.7475, 0.3297], [-2.1485, 6.5586, -1.8162], [-1.4120, 4.1946, -1.7683], [-0.4008, 4.5861, 2.3643], [-1.1368, 6.9526, 2.3224], [-1.7158, -4.7439, -1.2764], [-2.3809, -4.1437, -0.0357], [-1.7610, -4.7697, 1.2161], [-3.8757, -4.4593, -0.0708], [-1.7781, -2.0270, 0.0012], [-2.6743, -1.1630, -1.8226], [-1.6345, -1.4524, -2.9106], [-4.0201, -1.7488, -2.2338], [-2.8022, 0.3526, -1.6611], [-2.7546, -1.2067, 1.8038], [-2.9551, 0.2998, 1.6485], [-1.7185, -1.4542, 2.9056], [-4.0806, -1.8540, 2.1838], [-1.8315, -5.8372, -1.2604], [-0.6431, -4.5265, -1.3249], [-2.1736, -4.3826, -2.2002], [-1.8815, -5.8619, 1.1753], [-2.2456, -4.4226, 2.1312], [-0.6896, -4.5596, 1.3049], [-4.0006, -5.5528, -0.0901], [-4.3679, -4.0652, -0.9541], [-4.4045, -4.0924, 0.8016], [-1.4305, -2.5189, -3.0346], [-0.6868, -0.9525, -2.7022], [-1.9961, -1.0677, -3.8737], [-3.9442, -2.7974, -2.5214], [-4.3962, -1.2007, -3.1085], [-4.7683, -1.6595, -1.4432], [-1.8942, 0.8288, -1.2822], [-3.6181, 0.6244, -0.9943], [-3.0261, 0.7918, -2.6448], [-2.0628, 0.8228, 1.2960], [-3.2189, 0.7175, 2.6312], [-3.7783, 0.5296, 0.9726], [-0.7868, -0.9212, 2.7032], [-1.4829, -2.5151, 3.0363], [-2.1109, -1.0805, 3.8615], [-4.8210, -1.7824, 1.3844], [-4.4882, -1.3291, 3.0583], [-3.9696, -2.9019, 2.4628]], "forces_ev_per_angstrom": [[-2.702, -1.060, -0.269], [0.027, -0.091, 0.086], [0.079, 0.072, 0.032], [1.511, -0.034, -0.094], [-0.047, 0.327, -0.052], [0.388, -0.379, -0.047], [0.850, 0.625, 0.033], [-0.050, -0.055, -0.086], [0.008, 0.079, 0.070], [-0.056, 0.000, -0.009], [0.018, -0.059, -0.006], [0.008, -0.017, -0.001], [0.037, 0.030, -0.064], [-0.117, 0.240, 0.001], [0.115, -0.158, 0.055], [0.079, -0.060, 0.006], [-0.034, -0.016, 0.001], [0.227, 0.322, 0.055], [0.231, -0.444, -0.023], [-0.017, -0.005, 0.004], [-0.034, 0.018, 0.063], [-0.036, 0.030, -0.069], [-0.050, 0.035, -0.007], [-0.062, -0.020, -0.013], [-0.003, -0.039, -0.003], [0.074, -0.058, 0.016], [0.024, 0.014, 0.025], [-0.036, -0.012, -0.009], [-0.010, 0.025, 0.001], [0.009, 0.045, 0.002], [0.046, 0.057, -0.019], [0.047, -0.158, 0.002], [0.046, -0.204, 0.002], [-0.058, 0.274, 0.008], [-0.033, 0.002, -0.059], [-0.020, 0.035, -0.025], [0.027, -0.073, 0.024], [-0.014, 0.040, -0.002], [0.007, -0.003, 0.060], [0.215, -0.231, 0.037], [-0.703, 0.803, 0.322], [0.017, -0.025, 0.022], [0.008, 0.008, -0.008], [0.006, 0.014, -0.011], [0.008, -0.038, -0.032], [-0.007, -0.157, 0.002], [0.022, 0.081, -0.022], [-0.022, -0.154, -0.007], [0.132, -0.246, -0.008], [0.116, 0.354, -0.010], [0.023, -0.042, 0.127], [-0.146, 0.021, -0.133], [-0.024, 0.089, -0.056], [-0.029, 0.014, -0.168], [0.058, -0.048, -0.124], [-0.034, 0.037, 0.110], [-0.079, 0.024, 0.131], [-0.019, 0.064, 0.071], [0.010, 0.093, -0.012], [-0.081, -0.018, -0.010], [0.010, -0.021, 0.050], [0.010, 0.090, 0.017], [0.012, -0.009, -0.044], [-0.109, -0.029, 0.015], [0.008, 0.103, 0.001], [-0.014, 0.032, -0.057], [-0.029, 0.049, 0.087], [-0.022, 0.061, -0.002], [0.053, 0.047, 0.019], [0.033, -0.025, 0.068], [0.010, -0.010, 0.002], [0.012, -0.038, 0.053], [0.015, -0.003, -0.014], [0.005, -0.036, 0.014], [-0.017, -0.020, -0.059], [0.040, -0.045, 0.089], [-0.025, -0.051, 0.018], [0.040, -0.038, -0.081], [-0.014, -0.022, 0.061], [-0.010, 0.013, -0.007], [-0.028, 0.079, -0.006], [0.039, -0.034, -0.079], [0.009, -0.004, 0.005], [0.012, -0.041, -0.051], [0.011, -0.017, -0.009]], "lowdin_charge": [1.380, -0.022, -0.270, -0.176, 0.058, -0.492, -0.257, -0.152, -0.036, -0.086, -0.092, -0.073, -0.016, -0.216, -0.010, -0.046, -0.048, -0.136, 0.023, 0.068, 0.092, 0.089, 0.104, 0.099, 0.099, 0.103, 0.101, 0.109, 0.114, 0.110, 0.032, 0.142, -0.187, -0.242, -0.033, -0.028, -0.262, -0.023, -0.031, -0.213, -0.190, 0.117, 0.115, 0.117, 0.118, -0.138, -0.713, -0.135, -0.104, 1.583, -0.716, -0.147, -0.118, -0.126, -0.712, -0.126, -0.147, -0.120, 0.089, 0.057, 0.062, 0.089, 0.063, 0.053, 0.090, 0.054, 0.054, 0.057, 0.057, 0.091, 0.058, 0.088, 0.078, 0.046, 0.062, 0.091, 0.035, 0.092, 0.064, 0.066, 0.058, 0.090, 0.077, 0.088, 0.058]}